1.
C48H68FeN3O6P2S2 | ωB97M-V/def2-TZVPD

```
130
C48H68FeN3O6P2S2 | OMol25 | ωB97M-V/def2-TZVPD
Fe -0.10 0.16 0.01
S -4.39 -0.49 -1.64
C -3.94 -1.88 -0.74
C -2.69 -1.76 -0.22
C -2.03 -0.54 -0.54
C -2.86 0.24 -1.30
C -2.46 1.56 -1.77
C -3.28 2.39 -2.52
C -2.80 3.62 -2.94
C -1.51 3.98 -2.59
C -0.76 3.10 -1.83
N -1.21 1.92 -1.41
H -4.63 -2.71 -0.64
H -2.24 -2.53 0.41
H -4.28 2.07 -2.78
H -3.42 4.28 -3.53
H -1.08 4.92 -2.90
H 0.26 3.34 -1.55
O 1.66 -0.44 0.84
N 2.88 -0.26 0.41
C 3.85 -0.96 1.04
C 5.16 -0.83 0.66
C 5.47 0.05 -0.39
C 4.47 0.76 -1.00
C 3.13 0.61 -0.61
S 1.79 1.43 -1.28
H 3.48 -1.60 1.82
H 5.92 -1.40 1.17
H 6.49 0.17 -0.71
H 4.67 1.44 -1.81
C 0.69 4.66 0.98
C -0.13 4.10 2.14
C 0.33 4.77 3.44
P -0.21 2.23 2.11
C 1.17 1.58 3.17
C 1.03 1.64 4.69
C 2.51 2.15 2.70
C -1.79 1.88 3.02
C -2.93 1.89 2.00
C -2.18 2.74 4.22
H 0.73 5.75 1.04
H 0.25 4.40 0.02
H 1.72 4.28 0.99
H -1.18 4.38 1.96
H 1.40 4.63 3.59
H -0.19 4.42 4.32
H 0.16 5.85 3.36
H 1.16 0.52 2.89
H 1.00 2.67 5.07
H 1.89 1.15 5.15
H 0.14 1.12 5.04
H 2.66 3.17 3.05
H 2.58 2.16 1.61
H 3.33 1.55 3.09
H -1.66 0.85 3.36
H -3.07 2.89 1.57
H -3.87 1.62 2.49
H -2.76 1.19 1.18
H -2.38 3.77 3.92
H -1.42 2.75 5.00
H -3.10 2.34 4.65
O 0.45 -1.45 -1.29
P 0.18 -2.52 -2.31
C -0.41 -3.99 -1.40
C 0.38 -4.10 -0.08
C -0.08 -5.34 0.68
C 0.24 -6.63 -0.09
C 0.50 -6.37 -1.58
C -0.48 -5.35 -2.15
C -1.16 -1.96 -3.40
C -1.66 -2.87 -4.54
C -1.21 -2.35 -5.90
C -1.83 -0.97 -6.19
C -1.95 -0.13 -4.90
C -0.87 -0.53 -3.90
C 1.76 -2.92 -3.14
C 1.76 -3.98 -4.27
C 2.93 -3.76 -5.24
C 4.19 -3.33 -4.49
C 3.98 -1.97 -3.80
C 2.49 -1.65 -3.61
H -1.43 -3.70 -1.13
H 0.24 -3.20 0.51
H 1.46 -4.17 -0.27
H -1.16 -5.26 0.84
H 0.37 -5.36 1.67
H -0.59 -7.34 0.00
H 1.11 -7.13 0.34
H 0.44 -7.30 -2.14
H 1.52 -6.00 -1.71
H -1.49 -5.75 -2.07
H -0.29 -5.24 -3.22
H -1.96 -1.86 -2.66
H -2.75 -2.87 -4.52
H -1.37 -3.91 -4.40
H -1.48 -3.05 -6.69
H -0.12 -2.27 -5.92
H -2.82 -1.10 -6.64
H -1.22 -0.44 -6.92
H -2.93 -0.28 -4.44
H -1.89 0.94 -5.13
H -0.83 0.16 -3.06
H 0.10 -0.47 -4.39
H 2.33 -3.31 -2.29
H 0.83 -3.97 -4.83
H 1.86 -4.97 -3.83
H 2.67 -2.99 -5.98
H 3.11 -4.67 -5.81
H 5.04 -3.29 -5.17
H 4.43 -4.10 -3.75
H 4.44 -1.17 -4.38
H 4.47 -1.96 -2.82
H 2.06 -1.31 -4.55
H 2.36 -0.85 -2.89
O 0.69 -2.10 2.94
C -0.39 -1.58 2.70
O -0.70 -0.76 1.75
C -1.55 -1.89 3.64
C -2.84 -1.44 3.36
C -3.89 -1.75 4.22
C -3.61 -2.50 5.35
C -2.34 -2.96 5.65
C -1.31 -2.65 4.78
N -4.72 -2.83 6.26
O -4.47 -3.49 7.25
O -5.84 -2.44 5.97
H -3.02 -0.85 2.47
H -4.90 -1.41 4.03
H -2.18 -3.54 6.54
H -0.30 -2.99 4.96
```

Output
* LUMO energy (spin up / spin down): -0.1 / -0.4 eV
* net charge: 0
* 2S+1: 6
* <S²>: 8.760
* HOMO (spin up / spin down): -7.73 / -7.70 eV



2.
C48H68N16O6 | ωB97M-V/def2-TZVPD

```
138
C48H68N16O6 | OMol25 | ωB97M-V/def2-TZVPD
C -0.06 4.80 -3.15
C 1.47 4.22 -3.21
C 1.99 3.48 -1.84
C 0.87 3.36 -0.65
N 1.26 2.34 0.44
C 0.73 0.96 0.03
C -0.89 0.56 0.10
C -2.04 1.60 0.65
C -1.84 1.68 2.31
O -0.66 1.51 2.91
O -3.10 1.95 3.09
C -3.67 0.66 3.55
C -5.04 0.01 2.89
O -3.04 0.02 4.55
C -1.38 -0.95 -0.42
C -3.00 -1.38 -0.43
O -3.63 -0.47 -1.41
C -4.10 -1.20 -2.60
C -4.20 -0.15 -3.90
C -4.97 1.25 -3.54
C -0.30 -2.06 -0.97
C 1.29 -1.67 -1.01
C 1.81 -0.19 -0.51
C 3.45 0.06 -0.57
C 4.03 -0.50 0.89
N 3.95 -1.85 1.23
C 2.11 -2.99 -1.56
O 3.43 -3.21 -1.64
N 0.96 -3.94 -1.94
C -0.48 -3.59 -1.54
O -1.55 -4.38 -1.69
H -0.79 3.86 -3.18
H -0.37 5.45 -4.10
H -0.31 5.38 -2.16
H 2.18 5.11 -3.55
H 1.52 3.43 -4.09
H 2.98 4.04 -1.49
H 2.31 2.39 -2.15
H -0.20 3.04 -1.00
H 0.85 4.41 -0.07
H 2.30 2.33 0.57
H -3.15 1.25 0.49
H -1.96 2.69 0.25
H -5.91 0.06 3.67
H -5.35 0.51 1.87
H -4.82 -1.13 2.68
H -3.39 -1.19 0.68
H -3.10 -2.51 -0.72
H -5.18 -1.62 -2.44
H -3.30 -2.02 -2.87
H -4.82 -0.64 -4.80
H -3.12 0.06 -4.36
H -5.14 1.92 -4.52
H -6.07 1.04 -3.13
H -4.35 1.96 -2.81
H 3.70 1.19 -0.76
H 3.90 -0.65 -1.39
H 4.50 0.24 1.69
H 4.35 -1.99 2.21
H 1.10 -3.94 -2.99
C -4.33 -6.46 -3.17
C -5.35 -5.43 -3.64
N -6.19 -4.58 -4.03
H -4.24 -7.26 -3.91
H -3.35 -5.98 -3.04
H -4.65 -6.89 -2.22
C 8.54 0.64 0.65
C 7.20 1.16 1.14
N 6.09 1.60 1.56
H 8.39 -0.01 -0.22
H 9.19 1.47 0.36
H 9.03 0.06 1.44
C -8.13 3.14 3.63
C -7.34 2.83 2.37
N -6.69 2.57 1.33
H -9.12 3.53 3.37
H -8.25 2.23 4.23
H -7.60 3.89 4.23
C -0.27 -1.92 5.48
C 1.20 -2.23 5.29
N 2.43 -2.49 5.14
H -0.44 -1.52 6.48
H -0.59 -1.18 4.74
H -0.86 -2.83 5.35
C 9.44 4.02 -1.75
C 8.10 3.34 -2.02
N 7.00 2.78 -2.24
H 9.31 4.82 -1.02
H 10.15 3.29 -1.36
H 9.83 4.44 -2.68
C 12.43 3.36 -4.68
C 11.90 2.67 -3.43
N 11.46 2.10 -2.40
H 13.52 3.27 -4.72
H 12.00 2.90 -5.57
H 12.17 4.42 -4.66
C -2.85 -5.75 5.52
C -3.87 -4.72 5.06
N -4.71 -3.87 4.67
H -2.76 -6.55 4.79
H -1.87 -5.28 5.65
H -3.17 -6.18 6.48
C -4.47 2.82 6.98
C -5.48 3.85 6.51
N -6.33 4.71 6.12
H -4.38 2.02 6.24
H -3.49 3.30 7.11
H -4.78 2.40 7.93
C 3.28 -3.93 8.37
C 1.95 -4.60 8.10
N 0.84 -5.17 7.88
H 3.15 -3.12 9.10
H 4.00 -4.65 8.76
H 3.68 -3.51 7.44
C 1.88 0.44 -6.48
C 1.71 0.76 -5.01
N 1.56 1.02 -3.78
H 1.96 -0.64 -6.63
H 1.02 0.81 -7.05
H 2.79 0.92 -6.86
C -6.77 5.52 0.47
C -6.36 6.82 -0.21
N -6.01 7.89 -0.77
H -6.49 4.67 -0.15
H -6.28 5.43 1.44
H -7.86 5.51 0.61
C 4.42 -5.94 0.75
C 5.90 -6.25 0.56
N 7.13 -6.51 0.41
H 4.25 -5.54 1.75
H 4.10 -5.20 0.01
H 3.83 -6.85 0.63
C -4.16 -2.95 -7.41
C -3.38 -1.66 -7.18
N -2.74 -0.59 -6.99
H -4.46 -3.38 -6.45
H -5.05 -2.75 -8.00
H -3.53 -3.67 -7.94
```

Output
* LUMO energy: -1.2 eV
* net charge: 0
* HOMO: -8.09 eV